No. 1
64
Properties=species:S:1:pos:R:3 method="wB97M-V/def2-TZVPD" gap_ev=10.0 energy_ha=-41813.094953 total_charge=0
Br -1.19 -2.00 0.30
C -1.62 -0.14 0.60
C -0.84 0.72 -0.34
Br -1.16 2.59 0.16
H -1.31 0.07 1.62
H -2.69 0.00 0.55
H -1.20 0.70 -1.36
H 0.23 0.57 -0.24
Br -2.53 5.49 3.19
C -1.62 6.12 1.60
C -0.80 7.33 1.94
Br 0.29 7.80 0.39
H -2.33 6.35 0.82
H -0.99 5.30 1.27
H -0.12 7.17 2.77
H -1.42 8.20 2.13
Br -2.49 2.68 -6.09
C -3.07 2.49 -4.23
C -3.33 1.04 -3.92
Br -3.98 0.90 -2.08
H -3.98 3.08 -4.17
H -2.34 3.00 -3.60
H -2.43 0.44 -3.98
H -4.09 0.63 -4.57
Br 0.75 1.67 -4.27
C 2.16 1.66 -5.58
C 1.60 1.80 -6.95
Br 3.03 1.43 -8.23
H 2.73 0.74 -5.44
H 2.82 2.49 -5.33
H 1.28 2.81 -7.14
H 0.84 1.06 -7.16
Br 0.25 -1.18 3.64
C 1.45 0.10 4.52
C 2.76 -0.52 4.81
Br 2.65 -2.05 5.99
H 0.89 0.37 5.41
H 1.51 0.92 3.82
H 3.42 0.20 5.30
H 3.23 -0.87 3.90
Br 2.39 -1.35 -0.67
C 4.33 -1.29 -0.51
C 4.87 0.12 -0.48
Br 4.02 1.29 0.81
H 4.72 -1.80 -1.38
H 4.54 -1.79 0.43
H 4.77 0.62 -1.43
H 5.92 0.07 -0.21
Br -4.75 -2.40 1.82
C -4.13 -3.52 3.29
C -2.79 -4.11 3.03
Br -2.23 -5.01 4.66
H -4.88 -4.28 3.43
H -4.14 -2.89 4.17
H -2.03 -3.38 2.77
H -2.86 -4.87 2.26
Br 0.42 -7.05 -0.93
C 0.53 -6.55 0.93
C 0.88 -5.08 1.04
Br 1.33 -4.65 2.88
H 1.32 -7.18 1.36
H -0.38 -6.79 1.47
H 0.05 -4.45 0.76
H 1.73 -4.80 0.44

No. 2
55
Properties=species:S:1:pos:R:3 method="wB97M-V/def2-TZVPD" gap_ev="5.0 / 5.0" energy_ha=-2381.737423 total_charge=+3
Ru -0.31 -0.38 -0.48
C 3.24 -2.78 -1.66
C 1.93 -2.39 -1.39
N 1.61 -1.17 -0.96
C 2.60 -0.24 -0.84
C 3.94 -0.56 -1.10
C 4.25 -1.87 -1.49
C 4.91 0.48 -1.03
C 4.53 1.78 -0.78
C 3.19 2.10 -0.57
C 2.21 1.10 -0.53
N 0.87 1.25 -0.35
C 0.17 2.44 -0.19
C 0.59 3.63 0.35
C -0.23 4.77 0.28
C -1.44 4.73 -0.36
C -1.93 3.50 -0.88
C -3.15 3.37 -1.58
C -3.52 2.14 -2.07
C -2.72 1.03 -1.81
N -1.58 1.11 -1.13
C -1.14 2.35 -0.72
H 3.43 -3.79 -2.00
H 1.11 -3.09 -1.53
H 5.28 -2.15 -1.69
H 5.95 0.24 -1.23
H 5.27 2.57 -0.79
H 2.92 3.14 -0.46
H 1.53 3.70 0.88
H 0.12 5.70 0.72
H -2.04 5.62 -0.46
H -3.77 4.24 -1.74
H -4.43 2.01 -2.64
H -3.01 0.05 -2.16
C -1.19 -3.91 1.06
C -1.88 -3.67 -0.28
S -2.17 -1.94 -0.70
C -3.23 -1.32 0.63
C -2.57 -0.94 1.94
S -1.07 0.08 1.75
C 0.13 -0.68 2.88
C 0.15 -2.19 2.91
S 0.28 -2.87 1.24
H -0.87 -4.95 1.11
H -1.87 -3.74 1.90
H -2.85 -4.16 -0.31
H -1.29 -4.06 -1.11
H -4.01 -2.07 0.80
H -3.73 -0.45 0.19
H -2.32 -1.80 2.55
H -3.27 -0.33 2.52
H -0.07 -0.25 3.87
H 1.09 -0.28 2.54
H -0.71 -2.62 3.42
H 1.03 -2.51 3.48